(1)
C3H7N3O | ωB97M-V/def2-TZVPD

## Properties
Orbital gap (eV): 8.35

```
! wB97M-V def2-TZVPD RIJCOSX def2/J DEFGRID3
* xyz 0 1
H -1.01 0.52 -1.66
H 1.03 -0.67 -1.24
O 0.38 1.72 -0.51
H 1.62 -1.14 0.38
H -2.68 0.10 -1.76
N -1.77 -0.08 -1.36
C 0.85 -0.60 -0.17
C -1.69 -0.96 -0.38
H 1.34 0.38 2.17
C 0.80 0.85 0.23
N -0.51 -1.27 0.12
H 1.00 2.06 1.86
H -0.47 -2.02 0.79
N 1.11 1.11 1.53
*
```

(2)
C3H7N3O | ωB97M-V/def2-TZVPD

## Properties
Orbital gap (eV): 9.48
SMILES: [H]/N=C(\C)N/C=N/O

```
! wB97M-V def2-TZVPD RIJCOSX def2/J DEFGRID3
* xyz 0 1
N 0.74 0.14 -1.62
N -0.26 0.07 0.48
H 1.98 0.26 0.99
C 0.80 0.40 -0.39
H 0.40 0.10 1.43
H -1.68 -1.40 1.34
C -1.33 -0.80 0.36
H 1.25 2.02 1.25
H -3.00 -2.16 -1.22
H 1.36 0.91 -2.10
O -2.87 -1.97 -0.40
H 2.78 1.90 0.15
C 1.76 1.33 0.50
N -1.94 -0.79 -0.76
*
```

(3)
C3H7N3O | ωB97M-V/def2-TZVPD

## Properties
Orbital gap (eV): 9.91
SMILES: C/N=C(/N)C(N)=O

```
! wB97M-V def2-TZVPD RIJCOSX def2/J DEFGRID3
* xyz 0 1
H -1.48 -2.00 -1.16
N 1.83 -0.42 -0.24
H -0.10 -1.95 -0.04
H -0.08 2.58 0.59
H -1.75 2.17 0.51
H 1.49 -1.21 -0.75
H 2.83 -0.27 -0.19
C -0.45 0.70 0.04
H -1.76 -2.08 0.57
C 1.10 0.64 0.17
N -0.81 2.01 0.19
N -1.35 -0.19 -0.14
O 1.66 1.62 0.65
C -1.13 -1.61 -0.20
*
```

Respective total energy values: -9741.5017; -9736.6887; -9742.4356 eV.
Respective relative energy (zero: lowest compared OMol25 entry of this formula, charge and spin) values: 1.532; 6.345; 0.598 eV.
Respective LUMO level values: 0.66; 0.55; 0.91 eV.